Entry from the Open Molecules 2025 dataset: a molecular structure, C60H57Ge2N3O2S4W at a distorted geometry (the ωB97M-V functional and the def2-TZVPD basis).

Calculated values
Strongest force on any atom = 3.394 eV/A
Gap between HOMO and LUMO (spin up / spin down) = 4.95 / 4.96 eV
Highest occupied orbital energy (spin up / spin down) = -0.45794 / -0.45794 Ha
LUMO level (spin up / spin down) = -7.506 / -7.505 eV
Spin multiplicity = 1
Charge = +2
Energy = -229898.7757 eV
Energy above the lowest of the compared OMol25 structures with the same formula, charge and spin = 14.18 kcal per mole

Last column: Löwdin charge in e.
Element x y z (Å)
W (-0.5968, -1.4851, -1.4251)  0.62
O (1.9242, -3.8628, 5.5137)  0.14
N (1.6835, -4.2732, 4.4080)  -0.34
O (1.8246, -5.4101, 4.0233)  0.11
C (1.1421, -3.3052, 3.4541)  -0.05
C (0.5086, -2.2218, 3.9856)  0.10
C (-0.0998, -1.2453, 3.1599)  -0.10
C (-0.7369, -0.0969, 3.6330)  0.05
C (-1.2221, 0.8306, 2.7238)  0.01
C (-1.1072, 0.5781, 1.3637)  -0.12
N (-0.5648, -0.5342, 0.8621)  -0.03
C (-0.0261, -1.4392, 1.7518)  -0.13
C (0.6492, -2.5442, 1.2013)  -0.09
N (0.6900, -2.5974, -0.2100)  -0.09
C (1.5522, -3.5592, -0.7293)  -0.10
C (2.2035, -4.4784, 0.0371)  0.00
C (2.0504, -4.5029, 1.4328)  0.09
C (1.2870, -3.5049, 2.0343)  -0.04
H (0.4820, -2.1062, 5.0609)  0.15
H (-0.8398, 0.0763, 4.6909)  0.14
H (-1.7040, 1.7311, 3.0645)  0.13
H (-1.4731, 1.2934, 0.6334)  0.12
H (1.6648, -3.5431, -1.8176)  0.08
H (2.8590, -5.1865, -0.4424)  0.12
H (2.5280, -5.2689, 2.0192)  0.13
C (-1.5629, 4.9840, -3.6151)  -0.04
C (-0.8875, 3.8750, -4.3420)  -0.25
C (0.4119, 3.4941, -4.0183)  -0.02
C (1.0297, 2.4315, -4.6517)  -0.26
C (2.4552, 2.0994, -4.3520)  -0.05
C (0.3222, 1.7314, -5.6456)  -0.16
C (-0.9672, 2.1399, -6.0321)  -0.24
C (-1.6986, 1.4559, -7.1425)  -0.05
C (-1.5502, 3.2038, -5.3713)  0.00
C (0.9479, 0.5640, -6.2882)  -0.22
C (1.3514, 0.5983, -7.6207)  0.01
C (1.9379, -0.5129, -8.1989)  -0.02
C (2.1012, -1.6772, -7.4713)  -0.01
C (1.6801, -1.7493, -6.1446)  -0.24
C (1.1260, -0.6122, -5.5616)  -0.22
Ge (0.3248, -1.0292, -3.7418)  0.45
S (0.5114, 0.5227, -1.9916)  0.27
S (-1.0061, -3.5265, -2.5663)  0.43
Ge (-2.8250, -2.1503, -2.9621)  0.24
S (-2.8348, -0.9249, -1.0140)  0.32
S (-1.9095, -0.6691, -4.4366)  0.35
C (-4.4150, -3.3804, -3.1195)  -0.18
C (-5.5983, -2.7366, -3.4737)  -0.23
C (-6.7357, -3.5091, -3.6586)  0.00
C (-6.6809, -4.8795, -3.4639)  -0.02
C (-5.5108, -5.4828, -3.0422)  0.00
C (-4.3431, -4.7447, -2.8544)  -0.21
C (-3.1222, -5.4624, -2.4148)  -0.21
C (-2.6541, -5.4048, -1.0940)  -0.28
C (-3.2228, -4.4539, -0.0805)  -0.04
C (-1.5063, -6.1078, -0.7452)  -0.04
C (-0.7669, -6.7980, -1.6925)  -0.27
C (0.5858, -7.3478, -1.3828)  -0.03
C (-1.2520, -6.8533, -2.9963)  -0.01
C (-2.4190, -6.2155, -3.3692)  -0.24
C (-2.8372, -6.1827, -4.8037)  -0.01
C (-5.5836, -1.2577, -3.5648)  -0.19
C (-5.9620, -0.5018, -2.4419)  -0.24
C (-6.4513, -1.1791, -1.2005)  -0.03
C (-5.9229, 0.8809, -2.5156)  0.00
C (-5.5355, 1.5385, -3.6781)  -0.24
C (-5.5536, 3.0305, -3.7410)  -0.03
C (-5.2092, 0.7733, -4.7948)  -0.01
C (-5.2452, -0.6130, -4.7643)  -0.26
C (-4.9859, -1.4277, -5.9925)  -0.03
C (1.7736, -3.0470, -5.4373)  -0.17
C (2.7263, -3.2838, -4.4311)  -0.24
C (3.5626, -2.1618, -3.8962)  -0.03
C (2.9497, -4.5825, -4.0012)  -0.02
C (2.3024, -5.6700, -4.5839)  -0.25
C (2.7551, -7.0670, -4.3138)  -0.04
C (1.2977, -5.4122, -5.5116)  0.01
C (1.0179, -4.1258, -5.9351)  -0.21
C (-0.0509, -3.9019, -6.9565)  -0.01
H (-0.8818, 5.4963, -2.9424)  0.08
H (-2.3929, 4.5881, -3.0304)  0.08
H (-1.9760, 5.7065, -4.3160)  0.09
H (0.9547, 4.0399, -3.2613)  0.12
H (2.7353, 2.4492, -3.3640)  0.08
H (3.1046, 2.5839, -5.0796)  0.10
H (2.6334, 1.0274, -4.4176)  0.05
H (-1.4589, 0.3968, -7.1823)  0.06
H (-1.4193, 1.8982, -8.0978)  0.10
H (-2.7703, 1.5748, -7.0162)  0.07
H (-2.5369, 3.5337, -5.6615)  0.12
H (1.2075, 1.5008, -8.1947)  0.13
H (2.2567, -0.4783, -9.2292)  0.12
H (2.5546, -2.5440, -7.9250)  0.13
H (-7.6603, -3.0387, -3.9519)  0.13
H (-7.5636, -5.4817, -3.6220)  0.12
H (-5.4831, -6.5434, -2.8433)  0.13
H (-4.1849, -4.0465, -0.3827)  0.07
H (-2.5070, -3.6123, 0.0559)  0.03
H (-3.3353, -4.9353, 0.8857)  0.09
H (-1.1595, -6.0584, 0.2774)  0.12
H (0.7858, -7.3497, -0.3148)  0.08
H (1.3233, -6.7194, -1.8826)  0.06
H (0.7034, -8.3566, -1.7690)  0.09
H (-0.6805, -7.3732, -3.7482)  0.12
H (-2.1822, -6.8012, -5.4088)  0.08
H (-2.7846, -5.1544, -5.1657)  0.09
H (-3.8606, -6.5215, -4.9369)  0.09
H (-5.8419, -2.0494, -0.9555)  0.07
H (-7.4744, -1.5261, -1.3491)  0.10
H (-6.4440, -0.4930, -0.3582)  0.08
H (-6.2182, 1.4626, -1.6535)  0.12
H (-5.3539, 3.4659, -2.7651)  0.08
H (-6.5424, 3.3655, -4.0545)  0.10
H (-4.8394, 3.4093, -4.4659)  0.07
H (-4.9410, 1.2726, -5.7139)  0.12
H (-4.8758, -0.7946, -6.8677)  0.09
H (-5.8071, -2.1207, -6.1625)  0.09
H (-4.0768, -2.0209, -5.8656)  0.05
H (3.9330, -1.5592, -4.7240)  0.10
H (4.4072, -2.5465, -3.3316)  0.09
H (2.9765, -1.4985, -3.2395)  0.05
H (3.7084, -4.7621, -3.2523)  0.12
H (3.3270, -7.1445, -3.3916)  0.08
H (3.4100, -7.3806, -5.1304)  0.10
H (1.9265, -7.7711, -4.2891)  0.08
H (0.7588, -6.2362, -5.9553)  0.13
H (-0.7693, -4.7181, -6.9380)  0.08
H (0.3851, -3.8565, -7.9537)  0.10
H (-0.5752, -2.9621, -6.7878)  0.08